No. 1
{"formula": "C4H4FNS2", "method": "wB97M-V/def2-TZVPD", "lumo_energy_ev": -1.581, "e_above_lowest_kj_mol": 179.51, "charge": 0, "e_tot_ha": -1105.73412, "mol_weight_g_mol": 149.22, "symbols": ["C", "C", "C", "C", "H", "H", "H", "H", "N", "F", "S", "S"], "xyz": [[-1.238, 1.544, -0.104], [-0.752, 0.237, -0.839], [1.312, -1.247, 0.696], [2.661, -1.684, 0.721], [-1.038, 1.380, 0.941], [-0.847, 2.623, -0.505], [-0.985, 0.249, -1.928], [-1.439, -0.475, -0.454], [3.702, -2.315, 0.849], [-2.590, 1.478, -0.390], [1.053, -0.180, -0.667], [0.162, -1.610, 1.680]], "forces_ev_per_angstrom": [[1.270, 0.802, -2.480], [0.822, 1.383, -0.292], [-0.016, 1.882, -2.254], [6.712, -4.775, 1.325], [-0.178, 0.415, 0.540], [-0.665, -2.849, 0.984], [0.611, 0.333, 0.671], [-0.045, -1.199, 0.628], [-6.052, 4.088, -0.929], [-0.408, 0.541, 0.509], [-0.343, 0.599, -1.068], [-1.707, -1.219, 2.366]], "mulliken_charge": [-0.087, -0.772, 0.481, 0.102, 0.226, 0.227, 0.380, 0.411, -0.379, -0.266, -0.077, -0.248]}

No. 2
{"formula": "C34H33B2BrLiN5O6S", "method": "wB97M-V/def2-TZVPD", "lumo_energy_ev": 3.900, "charge": -2, "e_tot_ha": -5070.29297, "mol_weight_g_mol": 748.20, "symbols": ["Li", "N", "C", "C", "C", "C", "C", "C", "N", "C", "C", "C", "S", "C", "N", "H", "H", "H", "H", "H", "H", "H", "O", "B", "O", "C", "C", "C", "C", "C", "C", "H", "H", "H", "H", "C", "C", "C", "O", "B", "O", "C", "C", "C", "H", "H", "H", "H", "H", "H", "H", "H", "H", "H", "H", "H", "Br", "C", "C", "C", "C", "C", "C", "C", "O", "O", "H", "H", "H", "H", "N", "C", "C", "C", "C", "C", "N", "H", "H", "H", "H", "H", "H"], "xyz": [[-0.652, -0.397, 0.245], [-1.527, 0.613, 4.639], [-1.730, 1.960, 4.507], [-2.060, 2.953, 5.416], [-2.208, 4.239, 4.913], [-2.050, 4.501, 3.550], [-1.725, 3.503, 2.644], [-1.540, 2.208, 3.129], [-1.213, 1.051, 2.477], [-1.243, 0.109, 3.380], [-1.113, -1.315, 3.172], [-1.260, -2.256, 4.158], [-1.223, -3.839, 3.486], [-1.011, -3.110, 1.906], [-0.926, -1.838, 1.923], [-1.669, 0.069, 5.468], [-2.213, 2.732, 6.466], [-2.484, 5.043, 5.584], [-2.197, 5.512, 3.190], [-1.660, 3.700, 1.582], [-1.463, -2.133, 5.210], [-0.886, -3.729, 1.030], [0.339, -2.881, -1.888], [-0.184, -1.537, -1.771], [-0.333, -1.109, -3.158], [0.079, -2.104, -3.974], [0.125, -2.155, -5.352], [0.628, -3.318, -5.944], [1.058, -4.386, -5.171], [0.994, -4.338, -3.775], [0.499, -3.190, -3.192], [-0.217, -1.321, -5.953], [0.685, -3.382, -7.025], [1.455, -5.270, -5.657], [1.321, -5.173, -3.168], [5.111, -0.394, 1.726], [4.247, -0.631, 0.481], [4.930, 0.007, -0.724], [2.988, 0.014, 0.709], [1.975, -0.916, 1.014], [2.556, -2.193, 0.921], [3.844, -2.122, 0.291], [4.783, -3.129, 0.946], [3.646, -2.496, -1.182], [5.185, 0.683, 1.886], [6.118, -0.809, 1.613], [4.629, -0.831, 2.600], [5.204, 1.033, -0.472], [4.253, 0.040, -1.575], [5.836, -0.546, -0.996], [4.797, -3.003, 2.027], [5.800, -3.027, 0.555], [4.422, -4.136, 0.728], [2.959, -1.789, -1.646], [3.177, -3.480, -1.223], [4.591, -2.521, -1.734], [-8.943, 1.030, -0.154], [-7.137, 0.797, -0.779], [-6.908, 0.866, -2.142], [-5.605, 0.698, -2.594], [-4.571, 0.471, -1.697], [-4.828, 0.399, -0.334], [-6.128, 0.564, 0.133], [-3.684, 0.100, 0.676], [-4.046, -0.130, 1.845], [-2.545, 0.119, 0.170], [-7.724, 1.042, -2.830], [-5.409, 0.746, -3.659], [-3.548, 0.337, -2.027], [-6.302, 0.495, 1.198], [1.788, 2.699, 0.881], [1.318, 3.023, -0.357], [1.371, 4.342, -0.854], [0.998, 4.571, -2.162], [0.565, 3.506, -2.947], [0.506, 2.250, -2.356], [0.872, 2.012, -1.105], [1.764, 3.398, 1.600], [1.600, 1.734, 1.159], [1.705, 5.152, -0.214], [1.048, 5.574, -2.571], [0.263, 3.655, -3.975], [0.133, 1.385, -2.898]], "forces_ev_per_angstrom": [[0.141, -0.117, 0.076], [0.046, -0.343, -0.008], [0.026, 0.031, -0.294], [-0.041, 0.164, 0.014], [-0.055, -0.213, 0.177], [0.035, 0.086, -0.207], [-0.008, -0.114, 0.016], [-0.015, 0.301, 0.440], [0.258, -0.548, -0.072], [-0.144, 1.106, 0.038], [0.032, -0.996, 0.490], [-0.104, -0.113, -0.316], [0.083, 0.502, -0.271], [0.231, -0.576, 0.472], [-0.470, 0.622, -0.455], [-0.018, -0.002, 0.011], [0.012, 0.038, 0.009], [0.033, 0.016, -0.002], [-0.022, -0.014, -0.001], [0.130, -0.001, -0.032], [0.068, 0.105, -0.013], [0.016, 0.125, -0.089], [0.184, -0.445, -0.186], [-0.319, 0.209, 0.357], [0.042, -0.008, -0.423], [0.098, -0.180, 0.094], [-0.037, 0.082, 0.087], [0.020, -0.040, -0.073], [0.017, -0.041, -0.073], [-0.035, 0.026, 0.144], [-0.040, 0.192, -0.193], [0.021, 0.024, 0.030], [-0.002, -0.005, 0.011], [-0.021, -0.003, 0.009], [0.014, 0.024, 0.019], [-0.146, -0.041, -0.070], [0.102, -0.013, 0.148], [-0.125, -0.021, 0.118], [0.619, 0.049, -0.365], [-0.693, 0.522, 0.642], [0.365, -0.435, -0.026], [-0.029, 0.000, -0.247], [-0.154, 0.081, -0.009], [-0.053, 0.064, 0.199], [0.020, 0.002, 0.003], [0.005, 0.015, 0.025], [0.032, -0.003, 0.017], [0.022, 0.008, -0.026], [0.038, -0.025, -0.020], [0.024, 0.038, -0.034], [0.041, 0.006, -0.005], [0.013, -0.042, 0.002], [0.038, -0.017, -0.001], [0.014, -0.038, -0.076], [-0.006, 0.002, -0.035], [-0.009, 0.004, -0.019], [0.093, -0.011, -0.009], [-0.181, 0.040, -0.016], [0.037, -0.006, -0.002], [-0.078, 0.025, -0.024], [0.089, 0.005, -0.028], [0.091, -0.058, 0.220], [0.036, -0.016, -0.016], [-0.166, 0.072, -0.226], [0.066, -0.028, 0.058], [-0.156, -0.029, -0.058], [-0.004, 0.005, 0.008], [0.039, -0.009, 0.011], [-0.003, -0.015, 0.036], [-0.007, -0.015, 0.000], [-0.246, -0.162, 0.007], [0.160, 0.105, -0.142], [-0.068, 0.074, 0.015], [0.010, -0.129, 0.120], [-0.039, 0.064, -0.088], [-0.045, 0.114, -0.053], [-0.043, -0.062, 0.101], [-0.053, 0.022, 0.029], [0.139, 0.041, 0.055], [0.043, -0.026, -0.014], [-0.022, 0.008, 0.005], [-0.014, -0.050, 0.007], [0.030, -0.011, -0.004]], "mulliken_charge": [0.347, 0.027, 0.563, -1.158, -0.349, -0.607, -0.675, 0.109, 0.655, 0.043, -0.577, -0.452, -0.264, -0.416, 0.736, 0.166, 0.372, 0.353, 0.375, 0.525, 0.313, 0.401, -0.275, 0.256, -0.590, 0.756, -1.098, -0.415, -0.543, -0.905, 0.644, 0.422, 0.339, 0.348, 0.422, -2.227, 1.903, -2.037, 0.038, 0.404, -1.031, 2.042, -2.105, -1.753, 0.515, 0.350, 0.382, 0.478, 0.306, 0.363, 0.344, 0.335, 0.464, 0.054, 0.541, 0.268, -0.285, 0.069, -0.321, -0.597, -0.510, -0.049, -0.309, 0.183, -0.790, -0.871, 0.371, 0.380, 0.646, 0.546, -0.188, 0.417, -0.836, -0.222, -0.830, -0.178, 0.191, 0.286, -0.002, 0.345, 0.363, 0.416, 0.289]}